Formula: C2H4N3
Source: OMol25
Level of theory: ωB97M-V/def2-TZVPD

Element x y z (Å)
C -0.16022 0.53899 -0.29812
C -0.55941 -0.25949 -1.36786
N 0.15664 1.29786 0.57212
N 0.70326 0.95684 1.78441
N 0.58573 -0.29514 1.78406
H 0.07288 -0.22887 -2.23432
H -1.53730 -0.00132 -1.86146
H -0.34138 -1.29992 -0.93400
H 1.07980 -0.70893 2.55518

Atoms 1-6, force components in eV/Å:
0.39 3.72 1.37
-0.47 -1.39 -0.77
-1.67 -1.58 -4.01
0.59 -2.84 1.41
0.56 1.29 0.21
1.14 0.42 -0.25

Computed properties:
total charge	+1
energy	-242.4318	a.u.
largest force on an atom	0.090	hartree/bohr
multiplicity	1


Formula: C2H4N3P
Source: OMol25
Level of theory: ωB97M-V/def2-TZVPD

Element x y z (Å)
C -0.42958 0.20836 1.03702
C 0.49367 1.16083 0.52988
N -0.79001 -1.00123 0.63597
N -0.53370 -1.57105 -0.48426
N 1.01623 2.22003 0.36742
P -0.18215 -1.48595 -2.16012
H -0.81556 0.52968 1.97715
H -0.91586 -2.47671 -0.30625
H 0.16064 -0.18210 -2.23327
H 1.99632 2.59814 0.63647

Atoms 1-6, force components in eV/Å:
2.56 2.60 -2.08
-2.21 -2.30 1.78
-0.16 -0.07 1.08
-0.61 -0.55 -0.35
2.30 2.01 -0.25
-0.01 -1.01 0.30

Computed properties:
energy	-584.0608	a.u.
largest force on an atom	0.082	hartree/bohr
multiplicity	1


Formula: C2H4N3P
Source: OMol25
Level of theory: ωB97M-V/def2-TZVPD

Element x y z (Å)
C 1.61765 0.46142 -0.74187
C -0.37998 0.34928 -0.10500
N 0.34212 0.83941 -1.04274
N 1.78658 -0.17566 0.36867
N 0.59316 -0.50019 0.77923
P -2.17587 0.22419 -0.17247
H 2.37160 0.81153 -1.45951
H 0.40725 -0.81770 1.70579
H -2.57379 -0.00693 1.15580
H -1.98872 -1.18535 -0.48791

Atoms 1-6, force components in eV/Å:
1.01 1.67 -1.58
1.81 -2.61 2.71
-0.32 -0.15 0.23
1.50 -1.12 -0.29
-3.78 3.09 -2.16
-0.23 -0.96 -0.90

Computed properties:
energy	-584.1723	a.u.
largest force on an atom	0.104	hartree/bohr
multiplicity	1


Formula: C2H4N3S
Source: OMol25
Level of theory: ωB97M-V/def2-TZVPD

Element x y z (Å)
C -1.36628 -1.70540 -0.18645
C -0.59473 0.29849 -1.22331
N -0.38910 -1.11299 0.41776
N 0.01634 -0.04876 -0.14013
N 2.15343 1.53275 1.12394
S -1.83339 -0.84414 -1.61060
H -1.82381 -2.61376 0.15729
H -0.36068 1.16825 -1.80594
H 2.54429 0.95534 1.86127
H 1.65392 2.37022 1.40617

Atoms 1-6, force components in eV/Å:
-0.13 0.52 -0.72
-0.72 -0.19 -0.72
0.08 -1.49 1.65
1.21 1.62 0.33
0.00 -0.63 -2.51
0.56 0.28 0.37

Computed properties:
total charge	+1
energy	-640.5687	a.u.
largest force on an atom	0.050	hartree/bohr
multiplicity	1


Formula: C2H4N3S
Source: OMol25
Level of theory: ωB97M-V/def2-TZVPD

Element x y z (Å)
C 0.23794 -1.63045 -0.12974
C 0.31037 0.65622 -0.06465
N 0.74251 -2.65635 -0.17947
N -0.48804 -0.42444 -0.18551
N 1.63082 0.65524 0.14962
S 3.14196 -0.17894 0.13946
H 2.84220 -1.74175 -0.88070
H -0.09434 1.67395 0.04838
H -1.49309 -0.23906 -0.40544
H 1.91147 1.61972 0.27394

Atoms 1-6, force components in eV/Å:
-2.83 1.13 -0.65
1.68 0.13 1.30
0.36 -0.19 0.16
1.80 0.11 -0.10
-1.95 0.99 -0.77
-0.35 -3.96 -2.05

Computed properties:
total charge	+1
energy	-640.6554	a.u.
largest force on an atom	0.087	hartree/bohr
multiplicity	1


Formula: C2H4N4
Source: OMol25
Level of theory: ωB97M-V/def2-TZVPD

Element x y z (Å)
N -1.72922 -0.13430 -0.04894
C -0.50544 0.01150 -0.67326
N 0.69510 -1.36104 -0.43216
C 1.63325 -0.74761 0.11588
N 1.34997 0.91821 0.41669
N 0.19985 1.07121 -0.11491
H -1.79138 0.04039 0.95279
H -2.34249 -0.86316 -0.38063
H 2.64847 -0.95781 0.49403
H -0.15811 2.02261 -0.32949

Atoms 1-6, force components in eV/Å:
-0.12 0.05 -0.54
1.63 -1.65 1.72
-1.19 2.66 0.31
-0.93 3.46 0.54
0.44 -2.41 -1.07
0.35 -1.04 -0.58

Computed properties:
energy	-297.4731	a.u.
largest force on an atom	0.070	hartree/bohr
multiplicity	1


Formula: C2H4N4
Source: OMol25
Level of theory: ωB97M-V/def2-TZVPD

Element x y z (Å)
C -1.62829 -0.49658 0.03130
N 0.28247 0.61385 -0.02084
C 0.86857 1.46537 0.58814
N 3.11303 -0.58166 -0.32893
N 2.60482 -1.53591 -0.54344
N -0.26780 -0.37114 -0.50862
H -1.59456 -0.37695 1.12133
H -2.02851 -1.47839 -0.22029
H -2.29572 0.27070 -0.38074
H 0.94598 2.49071 0.26210

Atoms 1-6, force components in eV/Å:
-0.30 -0.08 0.11
0.03 0.10 0.05
-0.13 -0.40 -0.33
-0.82 -1.66 -0.38
0.90 1.60 0.37
0.15 0.43 0.26

Computed properties:
energy	-297.5541	a.u.
largest force on an atom	0.037	hartree/bohr
multiplicity	1


Formula: C2H4N4
Source: OMol25
Level of theory: ωB97M-V/def2-TZVPD

Element x y z (Å)
N -0.73962 0.96461 -1.54233
C -0.17484 0.17317 -0.52839
C 0.38827 -1.00106 -0.21364
N 0.62480 -0.86160 1.48394
N 0.08251 0.28261 1.82466
N -0.33444 0.98558 0.89089
H -0.39406 0.97145 -2.50115
H -0.84671 1.91021 -1.17926
H 0.82294 -1.94196 -0.57398
H 0.57113 -1.48301 2.33926

Atoms 1-6, force components in eV/Å:
0.60 -0.43 0.65
0.06 1.10 2.86
0.28 0.18 3.14
-0.87 -0.27 -1.84
-0.11 0.45 -0.79
0.19 -1.30 -2.36

Computed properties:
energy	-297.5225	a.u.
largest force on an atom	0.061	hartree/bohr
multiplicity	1


Formula: C2H4N4
Source: OMol25
Level of theory: ωB97M-V/def2-TZVPD

Element x y z (Å)
C 0.44627 -0.03616 0.01445
C -0.50188 0.92878 -0.06819
H 2.19480 -0.63081 -0.72311
H 2.11381 -0.38651 0.91234
H -0.42277 1.96887 -0.13925
H -2.59321 0.42718 -0.01486
N 1.86542 -0.03961 0.01383
N -1.65153 0.17945 0.05883
N -1.40888 -1.09966 0.01796
N -0.04204 -1.31153 -0.07200

Atoms 1-6, force components in eV/Å:
2.20 -2.19 -1.60
-0.62 -1.54 0.99
0.23 -0.42 -0.07
0.77 -0.41 0.46
-0.15 1.15 0.09
-1.42 0.71 0.00

Computed properties:
energy	-297.5803	a.u.
largest force on an atom	0.112	hartree/bohr
multiplicity	1


Formula: C2H4N4
Source: OMol25
Level of theory: ωB97M-V/def2-TZVPD

Element x y z (Å)
N -1.31678 -0.93248 -1.04494
C -0.26972 -0.36758 -0.35440
C 1.02033 -0.41340 -0.01355
N 1.17083 0.92542 1.01412
N -0.03232 1.41415 1.15749
N -0.91548 0.88864 0.47753
H -1.23636 -1.45965 -1.89240
H -2.10352 -0.30064 -1.02762
H 1.97118 -0.90358 -0.19553
H 1.70184 1.16478 1.87507

Atoms 1-6, force components in eV/Å:
0.41 0.15 0.39
-0.74 2.79 1.96
0.11 2.48 2.08
-0.34 -2.09 -1.19
-0.31 0.05 -0.13
0.85 -2.24 -1.67

Computed properties:
energy	-297.5300	a.u.
largest force on an atom	0.068	hartree/bohr
multiplicity	1


Formula: C2H4N4
Source: OMol25
Level of theory: ωB97M-V/def2-TZVPD

Element x y z (Å)
N 1.70649 -0.02539 -0.32966
C 0.35184 -0.44679 -0.13706
N -0.70186 0.32666 -0.77711
C -1.57789 0.44442 0.13227
N -1.20441 -0.15023 1.40295
N -0.04925 -0.59843 1.27539
H 1.90110 0.83215 0.17526
H 1.86636 0.15739 -1.31658
H -2.53512 0.94962 0.04568
H 0.24275 -1.48940 -0.47113

Atoms 1-6, force components in eV/Å:
-0.05 0.14 0.03
0.04 -0.19 0.00
-0.23 -0.06 0.30
0.05 0.08 -0.23
0.46 0.06 0.05
-0.30 0.14 0.02

Computed properties:
energy	-297.5806	a.u.
largest force on an atom	0.009	hartree/bohr
multiplicity	1


Formula: C2H4N4O
Source: OMol25
Level of theory: ωB97M-V/def2-TZVPD

Element x y z (Å)
C 2.38592 -0.36948 0.12838
C 0.07797 0.31505 -0.06188
H 3.32546 -0.06985 -0.20393
H 2.41991 -0.72605 1.17013
H 2.17911 -1.22780 -0.53585
H 1.53175 1.73891 -0.13706
N 1.39763 0.66744 -0.17254
N -0.93682 1.13282 0.14573
N -2.00893 0.28340 -0.00302
N -1.68223 -0.88729 0.00789
O -0.20340 -0.97040 -0.06734

Atoms 1-6, force components in eV/Å:
-1.20 -0.76 -0.45
1.96 0.80 0.98
1.69 0.88 -0.19
-0.16 0.38 -0.29
-0.18 0.23 0.50
0.14 -2.80 0.16

Computed properties:
energy	-372.7931	a.u.
largest force on an atom	0.055	hartree/bohr
multiplicity	1